Computed, not measured: a cluster of 8 separate species, C37H70NO16S in total, with ωB97M-V/def2-TZVPD.

Properties
Electronic energy ... -84582.1771 eV
F_max ... 0.0188 Eh/bohr
Orbital gap ... 8.21 eV

The geometry in ORCA input format:
```
! wB97M-V def2-TZVPD RIJCOSX def2/J DEFGRID3
* xyz 1 1
C 2.70807 3.70506 -2.62723
C 1.72481 3.15446 -3.63392
O 1.20396 1.89404 -3.03461
S 0.84513 0.79208 -4.10586
O -0.37104 0.01634 -3.44029
C -1.11282 0.66736 -2.35457
C -2.31130 -0.19266 -2.02959
C 2.15582 -0.39872 -3.83942
C 2.83490 -0.34958 -2.63726
C 3.82494 -1.29289 -2.45918
C 4.02978 -2.15463 -3.52574
C 3.30278 -2.08877 -4.71449
N 2.33427 -1.19169 -4.87994
H 3.29454 4.49882 -3.06903
H 2.15354 4.05927 -1.76521
H 3.33629 2.88699 -2.28944
H 2.19518 2.95224 -4.58950
H 0.86468 3.80176 -3.75385
H -0.48234 0.75384 -1.47977
H -1.45410 1.64370 -2.67731
H -3.18148 0.08118 -2.61403
H -2.10173 -1.24646 -2.16960
H -2.55557 -0.05380 -0.98180
H 2.59093 0.36260 -1.86717
H 4.38887 -1.35027 -1.54650
H 4.78184 -2.92349 -3.43232
H 3.50893 -2.76091 -5.52819
O -3.66725 -1.12555 1.72668
C -3.97531 -2.18800 1.25310
O -3.89547 -2.32092 -0.08601
C -4.05564 -3.56937 -0.77198
C -5.50912 -3.88359 -1.05502
C -4.50350 -3.32372 2.09064
H -3.55727 -4.37174 -0.22656
H -3.51428 -3.44248 -1.70962
H -6.08807 -4.00533 -0.14196
H -5.59257 -4.80390 -1.63290
H -5.96488 -3.07267 -1.62333
H -5.57782 -3.19300 2.22259
H -4.02840 -3.27471 3.06716
H -4.31005 -4.31000 1.67510
O -5.71559 -3.50607 5.83711
C -5.17320 -2.48581 6.17200
O -4.28527 -1.94619 5.32396
C -3.68676 -0.65936 5.49558
C -2.45433 -0.72230 6.37336
C -5.40753 -1.84762 7.51695
H -4.42018 0.05865 5.86586
H -3.41648 -0.34621 4.48846
H -2.69519 -1.04935 7.38541
H -1.98249 0.25832 6.43422
H -1.73606 -1.43115 5.96168
H -4.74324 -2.31403 8.24323
H -6.43618 -2.04142 7.80880
H -5.25278 -0.77130 7.52885
O -4.16858 7.34554 -3.44976
C -3.77434 6.31755 -2.98905
O -2.97091 6.36334 -1.89716
C -2.57357 5.20510 -1.17403
C -1.33475 4.56904 -1.77486
C -4.08435 4.98056 -3.62628
H -3.39735 4.49649 -1.08122
H -2.35236 5.56107 -0.16890
H -1.51855 4.21332 -2.79102
H -1.00392 3.72498 -1.16513
H -0.52850 5.30334 -1.82683
H -3.35428 4.79284 -4.41304
H -5.07087 5.04506 -4.07632
H -4.09070 4.14261 -2.93211
O 3.25513 0.67898 0.48135
C 4.21844 1.39603 0.38547
O 5.09615 1.14215 -0.59579
C 6.20244 2.00562 -0.91862
C 7.41436 1.72145 -0.05979
C 4.48740 2.51854 1.34737
H 5.89513 3.05081 -0.86939
H 6.42911 1.78814 -1.96143
H 7.21390 1.91679 0.99366
H 8.25101 2.34497 -0.37123
H 7.70925 0.67636 -0.15335
H 5.01557 2.12777 2.21682
H 3.53465 2.92513 1.67098
H 5.05359 3.33875 0.91846
O 9.77347 -1.13145 -1.99042
C 9.40085 -2.26021 -2.14710
O 10.28742 -3.19637 -2.51936
C 9.98274 -4.59348 -2.56551
C 9.34694 -4.99371 -3.88043
C 7.93923 -2.62653 -2.00486
H 9.37550 -4.88370 -1.70695
H 10.94345 -5.09111 -2.45220
H 8.38568 -4.50044 -4.03009
H 9.18769 -6.07137 -3.91210
H 9.99304 -4.71133 -4.71091
H 7.44189 -2.42809 -2.95404
H 7.50697 -1.98666 -1.23879
H 7.75826 -3.65790 -1.71043
O -7.71806 -5.43251 0.72558
C -7.59835 -6.09354 1.72296
O -7.91691 -5.54509 2.90242
C -7.93016 -6.28521 4.13161
C -6.55187 -6.31907 4.75348
C -7.02535 -7.49251 1.68055
H -8.35451 -7.27893 3.98033
H -8.61939 -5.74619 4.77844
H -5.84143 -6.83907 4.10740
H -6.56822 -6.82527 5.71900
H -6.19303 -5.30185 4.89181
H -5.93864 -7.42417 1.71271
H -7.32017 -7.94852 0.73890
H -7.36459 -8.13858 2.48559
O 3.66048 5.49599 0.50668
C 2.54499 5.94402 0.47631
O 2.38273 7.24738 0.21564
C 1.10409 7.85677 -0.00439
C 0.43549 8.26149 1.29192
C 1.33542 5.09205 0.79689
H 0.46943 7.20909 -0.61235
H 1.31749 8.73893 -0.60402
H 0.21973 7.39844 1.92242
H -0.50113 8.77997 1.08867
H 1.08700 8.92616 1.85776
H 1.19364 5.08166 1.87659
H 1.53522 4.07554 0.46263
H 0.41588 5.42596 0.32128
*
```

Löwdin atomic charge list, values in e, 4 entries: number 1, C, carries -0.021; number 2, C, carries -0.204; number 3, O, carries -0.387; number 4, S, carries 1.232

---

Computed, not measured: a cluster of 9 separate species, C37H71F7N2O15P in total at a distorted geometry, with ωB97M-V/def2-TZVPD.

Properties
Electronic energy ... -101522.3714 eV
F_max ... 0.0402 Eh/bohr
Orbital gap ... 8.30 eV

The geometry in ORCA input format:
```
! wB97M-V def2-TZVPD RIJCOSX def2/J DEFGRID3
* xyz 1 1
C -1.96822 7.62547 0.85317
C -2.85645 6.37520 0.73664
C -2.40796 5.26977 1.69465
N -2.96023 3.89380 1.37087
C -2.39751 2.91095 2.37357
C -4.46495 3.90432 1.47765
C -4.89649 3.03784 0.28249
C -3.89068 3.42880 -0.81188
C -2.57583 3.39995 -0.02180
H -1.69966 7.76693 1.90232
H -2.40127 8.51861 0.41839
H -1.01688 7.39445 0.36591
H -2.94638 6.10118 -0.31318
H -3.83674 6.71268 1.08168
H -2.81752 5.52402 2.67345
H -1.33184 5.15089 1.81899
H -2.55374 3.32816 3.36632
H -1.32137 2.82683 2.22404
H -2.88396 1.96092 2.17653
H -4.84274 3.56401 2.43434
H -4.74840 4.90708 1.17814
H -4.85047 1.97794 0.54946
H -5.94248 3.20686 0.02743
H -3.87560 2.72105 -1.63661
H -4.08787 4.43192 -1.18301
H -2.13680 2.41340 0.07258
H -1.81375 4.09629 -0.36638
C -4.19430 -5.23247 3.11356
C -4.17814 -3.84412 2.45097
C -3.58269 -3.95137 1.05397
N -3.46670 -2.63580 0.30806
C -2.81728 -1.61203 1.18970
C -4.79769 -2.09360 -0.18743
C -4.46152 -1.17609 -1.34006
C -3.09919 -1.58398 -1.87500
C -2.70489 -2.78591 -1.02924
H -5.06990 -5.32066 3.75415
H -3.35590 -5.33055 3.80391
H -4.17975 -6.02488 2.36921
H -3.80110 -3.05564 3.10072
H -5.22537 -3.51789 2.37749
H -4.18914 -4.58542 0.41431
H -2.54795 -4.24742 1.23204
H -1.97749 -2.11853 1.66786
H -3.51321 -1.19708 1.90896
H -2.29000 -0.85200 0.61124
H -5.41509 -1.75440 0.64293
H -5.36213 -2.96097 -0.54165
H -4.43213 -0.11839 -1.07493
H -5.22165 -1.31640 -2.10765
H -2.37201 -0.78048 -1.80737
H -3.22225 -1.95492 -2.89100
H -1.63018 -2.87355 -0.87235
H -3.08757 -3.76057 -1.33212
P 0.39288 0.53336 -0.54290
F -1.17061 0.76431 -0.97851
F 0.31154 1.92338 0.32967
F -0.17190 -0.27224 0.78470
F 1.88032 0.30732 -0.03381
F 0.40015 -0.82119 -1.39867
F 0.88398 1.42723 -1.78613
C 3.41051 -0.61845 -2.95315
O 3.80940 -1.92712 -2.60473
C 4.43726 -2.24155 -1.46902
O 4.58452 -3.39733 -1.16945
O 4.78123 -1.19964 -0.74043
C 5.27269 -1.40354 0.56819
H 4.14418 -0.11964 -3.59033
H 3.29365 0.08665 -2.13235
H 2.47048 -0.61837 -3.50272
H 5.75738 -0.49482 0.91783
H 6.08943 -2.13072 0.57535
H 4.48303 -1.77507 1.21605
C 1.86488 0.48896 3.69400
O 1.55318 1.04446 4.96275
C 0.35146 0.82264 5.47263
O -0.01807 1.38321 6.46097
O -0.37101 -0.00133 4.73001
C -1.76513 0.09458 4.77143
H 2.01210 -0.58977 3.76642
H 2.77793 0.87816 3.25309
H 1.07424 0.59183 2.94975
H -2.06940 1.13559 4.63913
H -2.16632 -0.24656 5.73068
H -2.27812 -0.52403 4.03685
C 1.27019 -3.38835 1.94763
O 2.59701 -3.74295 1.58070
C 2.99226 -5.01894 1.50146
O 3.67284 -5.42351 0.60830
O 2.40978 -5.78214 2.41836
C 2.81930 -7.13709 2.45830
H 0.63492 -4.26390 2.06765
H 0.90372 -2.65081 1.23478
H 1.37093 -2.82676 2.88049
H 2.82245 -7.63945 1.49291
H 2.15534 -7.70148 3.11100
H 3.82026 -7.22485 2.88085
C 1.53327 -7.38192 -4.69178
O 2.37575 -7.14818 -3.56576
C 2.20202 -6.01422 -2.85901
O 2.94608 -5.68927 -2.01083
O 1.20302 -5.27505 -3.37163
C 1.03831 -3.99680 -2.76911
H 1.41362 -6.54505 -5.37050
H 0.58531 -7.82642 -4.37971
H 2.02686 -8.21495 -5.19624
H 0.22126 -3.52919 -3.31963
H 1.93776 -3.39871 -2.91831
H 0.79859 -4.08828 -1.70834
C 7.86426 0.88909 -2.23221
O 6.51385 1.19108 -2.49425
C 5.96556 2.21380 -1.81871
O 6.57901 3.03737 -1.19944
O 4.65575 2.13565 -2.03324
C 3.82977 3.28895 -1.88317
H 8.58513 1.44589 -2.82588
H 8.02219 -0.16836 -2.45369
H 8.15508 0.92328 -1.18066
H 4.34225 4.12088 -1.40029
H 2.88632 2.90989 -1.50991
H 3.64198 3.74965 -2.86067
F 0.35261 4.57138 -5.22883
C 0.64138 5.09547 -4.02556
C 1.11252 6.39964 -3.89791
C 1.46967 6.91643 -2.67029
C 1.30044 6.08795 -1.55398
C 0.62633 4.87984 -1.65585
C 0.31899 4.34859 -2.92168
H 1.25222 6.98179 -4.80173
H 1.81703 7.93734 -2.62610
H 1.56739 6.49791 -0.58672
H 0.45657 4.26648 -0.77969
H -0.01205 3.32375 -3.02449
*
```

Löwdin atomic charge list, values in e, 4 entries: number 1, C, carries -0.070; number 2, C, carries -0.225; number 3, C, carries -0.114; number 4, N, carries -0.259

---

Computed, not measured: a cluster of 6 separate species, C37H73F2I2N6O16PS in total at a distorted geometry, with ωB97M-V/def2-TZVPD.

Properties
Electronic energy ... -123005.9049 eV
F_max ... 0.0874 Eh/bohr
Orbital gap ... 7.20 eV
Energy above the lowest of the compared OMol25 structures with the same formula, charge and spin ... 1.488 eV

The geometry in ORCA input format:
```
! wB97M-V def2-TZVPD RIJCOSX def2/J DEFGRID3
* xyz 0 1
C -0.09897 2.12619 -2.07206
C -1.39155 1.71325 -2.29999
C -2.01737 0.40761 -1.83950
C -2.70384 0.39526 -0.45993
N -3.17621 -0.96197 -0.25651
C -4.23904 -1.49697 -0.71619
C -5.64043 -1.30113 -0.20380
C -4.12886 -2.54218 -1.80782
O -1.59577 0.57387 0.42332
C -1.82888 0.71202 1.76033
F -0.94340 1.68676 2.16244
C -1.47822 -0.58902 2.60675
O -0.76309 -0.17781 3.66947
C 0.02938 -1.05104 4.45761
C -0.55706 -2.37189 4.89467
O 0.40352 -3.03132 5.69506
C 0.21682 -4.43288 5.72222
C 1.18408 -5.17103 4.82334
O -1.12112 -1.69586 1.87544
C 0.11720 -1.94979 1.28623
O 0.71849 -3.00129 2.06537
C -0.17738 -2.54943 -0.09229
C 1.05399 -3.18299 -0.76813
C 0.83377 -4.66978 -1.10914
C 0.63487 -4.91776 -2.59498
O -0.78213 -4.98639 -2.88171
C -0.96316 -4.97255 -4.23601
O -1.03717 -5.99025 -4.89350
P 1.32747 -0.50459 1.08883
O 1.45978 -0.13611 -0.48712
O 2.80794 -0.97825 1.64457
S -3.19739 -1.08695 3.34312
O -3.27159 -0.50157 4.64217
O -4.29736 -0.77934 2.49055
F -3.20543 -2.65061 3.50607
C -3.78363 1.50040 -0.33778
I -4.97079 1.75366 -2.08760
C -3.21528 2.91510 0.16083
C -3.83321 3.32814 1.51665
I -3.67426 4.51100 -1.24796
H 0.21618 2.43082 -1.07989
H 0.59474 2.14067 -2.90924
H -2.02905 2.36274 -2.90307
H -2.69936 0.09871 -2.62393
H -1.21214 -0.31438 -1.82366
H -6.32755 -1.94126 -0.75354
H -5.70235 -1.60926 0.83601
H -6.01688 -0.28636 -0.29646
H -3.07454 -2.71643 -1.99649
H -4.65465 -2.21713 -2.70016
H -4.52460 -3.48495 -1.42366
H -2.79083 1.12472 2.05684
H 0.31059 -0.50796 5.35444
H 0.97718 -1.24809 3.95375
H -1.44435 -2.18399 5.50940
H -0.86919 -3.01667 4.07677
H 0.41347 -4.75473 6.74531
H -0.81433 -4.72416 5.51676
H 2.20557 -4.85010 5.00646
H 1.14744 -6.23325 5.06544
H 0.94394 -5.07395 3.76717
H 1.65102 -3.06798 1.84975
H -0.50296 -1.71697 -0.71083
H -1.02071 -3.22956 -0.02516
H 1.98741 -3.02296 -0.23072
H 1.17261 -2.67824 -1.72337
H -0.07076 -5.05017 -0.64176
H 1.64621 -5.30882 -0.77095
H 1.05288 -4.10763 -3.19925
H 1.11712 -5.83416 -2.93226
H -1.04420 -3.99351 -4.73087
H 2.23661 -0.55770 -0.90341
H 2.75076 -1.57324 2.40044
H -4.47397 1.20657 0.44403
H -2.13612 2.90859 0.17215
H -3.04256 3.34851 2.26104
H -4.66138 2.68716 1.80295
H -4.17249 4.35223 1.44749
C 2.72104 2.53813 -5.38999
O 1.79893 1.76782 -5.18696
N 2.59221 3.85709 -5.57908
C 3.73363 4.71616 -5.82302
C 1.26091 4.44181 -5.54108
H 3.77169 2.19601 -5.43554
H 3.80159 5.47597 -5.04035
H 3.61796 5.20196 -6.78930
H 4.65086 4.12840 -5.82457
H 0.80112 4.25443 -4.56951
H 0.63620 3.98824 -6.30974
H 1.32843 5.51168 -5.71482
C 5.65106 -0.81907 -1.27493
O 4.56420 -1.35485 -1.38946
N 5.93135 0.42427 -1.69605
C 7.24527 1.01570 -1.53628
C 4.87546 1.19839 -2.33228
H 6.50966 -1.32573 -0.80488
H 7.17580 1.91975 -0.92867
H 7.65876 1.27537 -2.51268
H 7.91519 0.31298 -1.04606
H 4.03657 1.32123 -1.64594
H 4.51478 0.67745 -3.22005
H 5.25756 2.17613 -2.61388
C 2.70100 4.33661 -9.79929
O 2.54687 4.88096 -8.72132
N 3.44232 3.23572 -10.00458
C 3.58441 2.63578 -11.31718
C 4.12005 2.62894 -8.87166
H 2.22641 4.71613 -10.71917
H 3.21082 1.61041 -11.30068
H 4.63571 2.62590 -11.61103
H 3.01903 3.20443 -12.05174
H 3.38974 2.33597 -8.11664
H 4.80854 3.34643 -8.42289
H 4.67245 1.75317 -9.20118
C -2.76273 -4.87349 8.86601
O -2.19527 -4.97005 9.93573
N -3.38973 -3.76733 8.42576
C -4.04877 -3.71526 7.13513
C -3.40223 -2.58871 9.27531
H -2.80999 -5.71102 8.14782
H -3.59736 -2.93225 6.52178
H -5.10850 -3.49149 7.27231
H -3.95200 -4.66847 6.61955
H -2.38063 -2.26734 9.48007
H -3.88281 -2.82060 10.22622
H -3.94306 -1.78692 8.77942
C -1.49713 5.65535 4.06058
O -1.99680 5.51549 2.95852
N -0.36350 5.07611 4.49013
C 0.15414 5.30498 5.82323
C 0.36744 4.19855 3.59127
H -1.95391 6.30993 4.82315
H 1.15082 5.74780 5.76599
H 0.21720 4.35975 6.36631
H -0.50034 5.98121 6.36902
H 0.66121 4.74664 2.69472
H -0.26151 3.36961 3.29227
H 1.25444 3.81813 4.09160
*
```

Löwdin atomic charge list, values in e, 4 entries: number 1, C, carries 0.020; number 2, C, carries -0.175; number 3, C, carries -0.153; number 4, C, carries -0.498